[1]
16
Properties=species:S:1:pos:R:3:forces:R:3 method="wB97M-V/def2-TZVPD" gap_ev=8.4 smiles="CC/C(N)=C/N" homo_ev=-7.38 e_above_lowest_ev=1.111 energy_ha=-267.8845 lumo_ha=0.0391
C 0.140210 -0.162120 -2.140316 0.6 1.6 -0.4
C -0.537542 0.658450 -1.046478 -1.0 -0.8 0.6
C -0.193381 0.330565 0.403194 -0.3 -0.6 -1.3
C 0.296591 -0.877244 0.706579 0.1 0.2 0.6
N 0.815302 -1.215990 1.954084 -0.6 0.2 -0.7
N -0.602972 1.315614 1.339712 0.3 0.3 0.3
H -0.123274 -1.207648 -2.228811 -0.2 -0.1 0.1
H 1.215559 -0.033610 -2.091854 0.4 -0.5 0.4
H -0.055686 0.384210 -3.066720 -0.5 -0.5 -0.3
H -1.623026 0.510908 -1.185308 0.1 0.3 0.1
H -0.387135 1.727104 -1.183196 0.3 0.1 -0.1
H 0.206010 -1.686846 -0.009033 0.6 0.2 -0.1
H 0.620304 -0.546850 2.675379 0.4 -0.4 0.4
H 1.224045 -2.121102 2.093028 -0.2 0.2 0.4
H 0.100633 1.979264 1.640645 0.0 0.0 -0.1
H -1.095636 0.945296 2.139094 0.1 -0.1 0.1


[2]
12
Properties=species:S:1:pos:R:3:forces:R:3 method="wB97M-V/def2-TZVPD" gap_ev=9.1 homo_ev=-8.68 e_above_lowest_ev=3.568 energy_ha=-360.5383 lumo_ha=0.0141
C -1.554352 -0.404925 -0.720094 0.0 0.0 0.0
C -0.226555 -0.124904 -0.109592 0.2 -0.1 0.1
C 0.354332 1.130699 0.270538 -0.5 0.2 -0.1
O 1.785590 1.128366 -0.113845 0.1 -0.1 0.2
C 1.652217 0.323718 0.941630 0.5 0.0 0.3
O 2.267841 0.099307 1.937248 -0.2 0.2 -0.3
N 0.682009 -0.983638 0.260266 -0.2 -0.1 -0.2
H -1.494101 -0.257814 -1.804402 0.0 0.0 0.1
H -1.888975 -1.424194 -0.509632 0.1 0.2 -0.1
H -2.294117 0.302150 -0.331912 0.1 -0.1 -0.1
H -0.098359 2.111742 0.335444 0.1 -0.2 0.0
H 0.814473 -1.900507 -0.155650 -0.1 0.0 0.0